The following is a DFT calculation (ωB97M-V/def2-TZVPD) of a molecular structure, C26H36As3F3N2O2Rb in a non-equilibrium geometry.

XYZ file:
```
73
Properties=species:S:1:pos:R:3
Rb -1.7492 0.5771 -1.4251
O -2.4919 -2.9122 -2.7135
N -1.8126 -1.8757 -2.6179
N -1.3253 -1.3535 -3.7148
O -0.6529 -0.1959 -3.5781
C -1.4768 -1.8630 -5.0493
C -1.0186 -1.0163 -6.0583
C -1.1000 -1.4090 -7.3836
C -1.6240 -2.6507 -7.7232
C -2.0644 -3.4930 -6.7151
C -2.0012 -3.1173 -5.3767
H -0.5975 -0.0678 -5.7631
H -0.7460 -0.7370 -8.1563
H -1.6836 -2.9572 -8.7602
H -2.4717 -4.4665 -6.9610
H -2.3513 -3.7728 -4.6023
C 2.3000 4.3883 -0.2517
As 1.0227 2.8944 -0.3185
C 0.1240 3.5621 -1.9449
C 2.1624 1.5764 -1.2660
C 2.9419 0.5843 -0.3689
C 3.7600 -0.3009 -1.3166
C 1.9799 -0.2683 0.4801
As 0.7324 -1.3905 -0.5587
C 1.7146 -3.0815 -0.4590
C -0.4753 -1.7777 0.9396
C 3.8639 1.4185 0.5413
As 5.1334 0.7199 1.8898
C 5.4739 -1.1669 1.4806
C 3.8725 0.4200 3.3600
H 2.9379 4.3204 0.6272
H 1.7302 5.3163 -0.1945
H 2.9188 4.4017 -1.1509
H 0.8608 3.9551 -2.6468
H -0.5715 4.3524 -1.6663
H -0.4298 2.7724 -2.4501
H 2.8606 2.1235 -1.9078
H 1.5007 1.0130 -1.9330
H 3.1194 -0.7155 -2.0984
H 4.2335 -1.1343 -0.7971
H 4.5388 0.2857 -1.8117
H 1.3522 0.3736 1.1042
H 2.5346 -0.9207 1.1521
H 2.1082 -3.2305 0.5480
H 2.5305 -3.0978 -1.1799
H 1.0215 -3.8880 -0.6977
H 0.0927 -2.1098 1.8107
H -1.1712 -2.5617 0.6393
H -1.0451 -0.8835 1.2079
H 3.2454 2.0722 1.1635
H 4.4686 2.0828 -0.0822
H 6.1161 -1.2581 0.6062
H 4.5693 -1.7513 1.3321
H 6.0130 -1.5603 2.3436
H 3.3784 1.3613 3.6009
H 4.4300 0.0878 4.2358
H 3.1145 -0.3197 3.1076
F -6.6355 1.5490 7.5229
C -6.0895 0.4086 7.0473
F -5.3730 -0.1221 8.0551
F -7.1290 -0.4258 6.8312
C -5.2734 0.6330 5.8146
C -5.8878 1.1387 4.6733
C -5.1522 1.3522 3.5235
C -3.7776 1.0662 3.4741
C -3.1811 0.5636 4.6356
C -3.9180 0.3481 5.7906
C -3.0103 1.2780 2.2852
C -2.3413 1.4381 1.2613
H -6.9469 1.3681 4.6887
H -5.6260 1.7463 2.6345
H -2.1222 0.3437 4.6151
H -3.4336 -0.0399 6.6757
```

Output
HOMO-LUMO gap   0.255 hartree
Energy above the lowest of the compared OMol25 structures with the same formula, charge and spin   30.1 kcal per mole
Net charge   -1
HOMO   -0.17597 Ha